(1)
Entry from the OMol25 dataset: 10 unconnected molecules or ions with the total composition C36H66O21 (ωB97M-V/def2-TZVPD).

```
! wB97M-V def2-TZVPD RIJCOSX def2/J DEFGRID3
* xyz 1 2
C -1.93 3.19 -0.33
O -0.63 3.59 -0.63
C -0.34 4.89 -0.62
O -1.06 5.82 -0.63
O 1.07 4.84 -0.65
C 1.70 6.08 -0.75
H -2.63 3.74 -0.95
H -2.15 3.28 0.74
H -2.03 2.13 -0.54
H 1.11 6.94 -1.05
H 2.31 5.89 -1.63
H 2.23 6.31 0.18
C 3.18 2.41 -1.20
O 4.51 2.91 -1.30
C 4.80 4.00 -2.07
O 4.13 4.67 -2.88
O 6.01 4.35 -1.62
C 6.60 5.58 -1.95
H 3.10 1.41 -0.78
H 2.55 2.43 -2.09
H 2.73 3.08 -0.46
H 6.38 5.74 -3.01
H 7.68 5.54 -1.82
H 6.10 6.36 -1.39
C -1.47 -0.84 -2.64
O -1.57 -0.39 -1.23
C -0.49 -0.08 -0.53
O 0.64 0.37 -0.94
O -0.88 -0.10 0.74
C 0.04 0.32 1.73
H -0.50 -1.30 -2.84
H -1.64 0.04 -3.26
H -2.22 -1.62 -2.82
H 0.61 1.19 1.41
H 0.77 -0.44 2.02
H -0.53 0.61 2.61
C 3.87 -1.39 1.61
O 4.93 -2.32 1.50
C 6.20 -2.00 1.40
O 6.57 -0.84 1.51
O 7.06 -3.06 1.16
C 6.68 -4.42 1.31
H 3.59 -1.06 0.61
H 4.24 -0.51 2.14
H 3.01 -1.97 1.96
H 7.59 -5.01 1.19
H 5.89 -4.80 0.68
H 6.26 -4.63 2.30
C 0.42 -3.53 0.32
C 0.98 -4.32 1.49
C 2.40 -4.71 1.24
O 2.78 -3.94 0.12
C 1.69 -3.39 -0.61
H 0.06 -2.53 0.56
H -0.33 -4.12 -0.21
H 0.29 -5.16 1.58
H 0.89 -3.76 2.43
H 2.50 -5.75 0.93
H 3.05 -4.43 2.07
H 1.55 -3.86 -1.58
H 1.76 -2.30 -0.68
C 0.24 -0.53 6.80
C -1.03 -0.61 6.00
C -1.02 -2.06 5.53
O -0.40 -2.77 6.59
C 0.32 -1.89 7.36
H 0.35 0.23 7.57
H 1.04 -0.39 6.07
H -1.08 0.23 5.31
H -1.96 -0.55 6.58
H -0.37 -2.10 4.66
H -2.00 -2.48 5.32
H 1.37 -2.17 7.42
H -0.25 -2.04 8.28
C -4.11 -1.13 0.64
C -5.13 -0.76 1.75
C -4.47 -1.26 3.07
O -3.27 -1.96 2.65
C -3.34 -2.29 1.30
H -3.34 -0.40 0.38
H -4.56 -1.49 -0.29
H -6.01 -1.35 1.49
H -5.37 0.31 1.73
H -5.19 -1.81 3.68
H -4.09 -0.35 3.53
H -3.83 -3.25 1.14
H -2.32 -2.42 0.96
O 2.28 -3.34 -6.39
C 1.00 -3.35 -6.38
O 0.26 -3.41 -5.21
C -1.16 -3.47 -5.43
C -1.29 -3.72 -6.89
C -0.02 -3.31 -7.54
H -1.56 -2.48 -5.21
H -1.51 -4.30 -4.82
H -1.98 -3.00 -7.32
H -1.56 -4.75 -7.12
H -0.15 -2.33 -8.01
H 0.24 -4.07 -8.27
O -3.59 -1.19 -5.71
C -3.44 -0.06 -6.23
O -3.96 0.24 -7.42
C -3.54 1.55 -7.94
C -2.70 2.23 -6.78
C -2.68 1.12 -5.70
H -4.33 2.22 -8.27
H -2.83 1.51 -8.76
H -3.16 3.17 -6.45
H -1.70 2.51 -7.11
H -3.28 1.44 -4.85
H -1.68 0.90 -5.31
O -2.99 1.95 2.97
C -2.95 2.72 3.96
O -3.69 2.61 5.09
C -3.19 3.24 6.26
C -2.02 4.07 5.69
C -1.96 3.90 4.18
H -2.98 2.49 7.03
H -3.79 3.95 6.83
H -1.10 3.63 6.08
H -1.99 5.08 6.09
H -0.94 3.66 3.88
H -2.36 4.81 3.73
*
```

For the gap between HOMO and LUMO (alpha / beta), the calculation gives 8.482 / 2.345 eV. The strongest force on any atom is 0.1228 Eh/bohr. The expectation value of S² is 0.755. The HOMO energy (alpha / beta) is -11.28 / -11.28 eV.

Atom charges from the Löwdin analysis, given in e for atoms 1 to 5: atom 1 (C): -0.04, atom 2 (O): -0.01, atom 3 (C): -0.55, atom 4 (O): 0.17, atom 5 (O): -0.05

***

(2)
Entry from the OMol25 dataset: C4H10S in the gas phase (ωB97M-V/def2-TZVPD).

```
! wB97M-V def2-TZVPD RIJCOSX def2/J DEFGRID3
* xyz 0 1
C 1.40 1.13 -0.43
C 0.26 0.49 -1.22
C -0.89 -0.09 -0.33
C -0.42 -0.89 0.87
S -1.76 -1.03 2.08
H 1.84 1.91 -1.03
H 1.04 1.69 0.44
H 2.16 0.44 -0.10
H 0.68 -0.33 -1.78
H -0.20 1.21 -1.89
H -1.54 -0.72 -0.94
H -1.43 0.81 0.00
H 0.46 -0.45 1.33
H -0.05 -1.87 0.56
H -1.54 -2.30 2.45
*
```

For the gap between HOMO and LUMO, the calculation gives 9.988 eV. The SMILES is CCCCS. The strongest force on any atom is 0.0235 Eh/bohr. The value obtained for the energy relative to the best compared isomer or geometry (same formula, charge and spin) is 0.133 eV. The HOMO energy is -8.97 eV.

Atom charges from the Löwdin analysis, given in e for atoms 1 to 5: atom 1 (C): -0.13, atom 2 (C): -0.25, atom 3 (C): -0.30, atom 4 (C): -0.60, atom 5 (S): 0.70